(1)
# C3MgO6Rb

A structure of composition C3MgO6Rb in a non-equilibrium geometry (ωB97M-V/def2-TZVPD, OMol25).

Structure (XYZ):
```
11
C3MgO6Rb | OMol25 | ωB97M-V/def2-TZVPD
C -0.29 0.67 -1.18
O 0.66 1.44 -1.32
C -1.52 0.65 -2.15
O -2.38 -0.25 -1.84
O -1.56 1.42 -3.09
Rb 3.10 1.20 0.63
Mg -1.95 -1.30 -0.26
O -0.32 -0.18 -0.21
O -3.16 -3.87 3.05
O -2.61 -2.56 1.22
C -2.90 -3.23 2.14
```

Total energy ... -21493.749 eV
Frontier orbital gap ... 7.5 eV
Largest force on an atom ... 0.0453 Eh/bohr
E_HOMO ... -11.626 eV
Total charge ... +1

***

(2)
# C3N2S

An isolated molecule of C3N2S in a non-equilibrium geometry (ωB97M-V/def2-TZVPD, OMol25).

Structure (XYZ):
```
6
C3N2S | OMol25 | ωB97M-V/def2-TZVPD
C -0.02 0.39 0.00
C -1.24 -0.35 0.00
C 1.26 -0.29 0.01
N -2.23 -0.96 0.00
N 2.29 -0.84 -0.01
S -0.06 2.05 0.00
```

Total energy ... -16924.048 eV
ΔE to the lowest compared entry with this formula, charge and spin ... 0.1167 eV
Frontier orbital gap ... 7.7 eV
Largest force on an atom ... 0.0487 Eh/bohr
SMILES ... N#CC(=S)C#N
E_HOMO ... -10.719 eV
Total charge ... 0

***

(3)
# C40H104N8O12

A structure of composition C40H104N8O12 in a non-equilibrium geometry (ωB97M-V/def2-TZVPD, OMol25).

Structure (XYZ):
```
164
C40H104N8O12 | OMol25 | ωB97M-V/def2-TZVPD
C -2.66 -5.92 -0.81
O -2.61 -6.20 0.53
C -3.33 -5.26 1.28
C -3.10 -5.49 2.81
N -4.00 -4.57 3.53
C -3.59 -3.12 3.59
C -2.32 -2.86 4.45
O -2.67 -1.84 5.41
C -1.63 -1.62 6.40
H -3.48 -5.31 -1.20
H -2.70 -6.87 -1.35
H -1.76 -5.35 -1.06
H -4.37 -5.15 0.97
H -2.87 -4.29 1.07
H -2.02 -5.53 2.98
H -3.43 -6.51 2.98
H -4.15 -4.91 4.47
H -4.43 -2.63 4.09
H -3.46 -2.58 2.66
H -1.46 -2.42 3.94
H -1.87 -3.81 4.73
H -1.19 -2.38 7.03
H -1.89 -1.00 7.26
H -0.91 -0.99 5.88
C 0.10 5.62 -3.39
O 0.99 4.94 -2.59
C 0.69 5.12 -1.16
C 1.75 4.41 -0.23
N 1.83 4.96 1.11
C 0.65 4.70 1.94
C 0.38 3.18 2.31
O 1.54 2.94 3.08
C 1.69 1.71 3.78
H -0.91 5.46 -3.02
H 0.30 5.16 -4.36
H 0.35 6.68 -3.46
H -0.28 4.70 -0.90
H 0.63 6.18 -0.94
H 2.63 4.32 -0.87
H 1.42 3.37 -0.23
H 2.57 4.43 1.55
H -0.26 5.07 1.46
H 0.77 5.42 2.75
H 0.30 2.49 1.47
H -0.50 3.13 2.96
H 0.70 1.51 4.20
H 2.38 1.73 4.63
H 1.85 0.94 3.03
C -3.66 4.44 -8.41
O -2.80 4.10 -7.30
C -3.13 4.81 -6.10
C -2.86 3.91 -4.71
N -1.78 2.98 -4.79
C -0.48 3.60 -4.76
C 0.69 2.64 -5.05
O 0.79 1.46 -4.32
C 0.70 1.58 -2.87
H -3.52 5.47 -8.74
H -4.70 4.27 -8.14
H -3.52 3.73 -9.23
H -4.16 5.17 -6.02
H -2.49 5.67 -6.28
H -3.74 3.30 -4.52
H -2.66 4.42 -3.77
H -1.90 2.72 -5.76
H -0.39 4.12 -3.81
H -0.55 4.44 -5.44
H 1.62 3.20 -5.11
H 0.61 2.38 -6.11
H 1.48 2.32 -2.66
H 0.78 0.65 -2.30
H -0.32 1.95 -2.74
C -1.89 -2.64 1.81
O -1.85 -2.65 0.49
C -0.68 -3.01 -0.28
C 0.40 -1.91 0.07
N 0.13 -0.58 -0.56
C -0.57 0.26 0.44
C -0.96 1.68 -0.16
O 0.10 2.56 -0.04
C 0.56 2.92 -1.32
H -2.87 -2.28 2.13
H -1.05 -2.10 2.25
H -1.89 -3.63 2.27
H -0.83 -3.03 -1.36
H -0.25 -3.92 0.12
H 1.37 -2.26 -0.29
H 0.78 -1.90 1.09
H 1.04 -0.16 -0.62
H 0.08 0.54 1.27
H -1.44 -0.23 0.88
H -1.71 2.07 0.52
H -1.46 1.54 -1.11
H 0.04 3.70 -1.88
H 0.70 2.10 -2.01
H 1.54 3.41 -1.27
C 4.04 -3.38 4.79
C 2.84 -3.53 3.77
C 2.84 -2.72 2.44
O 2.87 -1.30 2.75
C 2.24 -0.41 1.80
N 2.62 -4.95 3.53
H 5.03 -3.58 4.39
H 3.98 -4.14 5.57
H 4.05 -2.38 5.22
H 2.04 -3.18 4.41
H 1.97 -2.90 1.81
H 3.72 -2.88 1.82
H 2.30 0.51 2.37
H 1.20 -0.70 1.65
H 2.84 -0.35 0.90
H 3.32 -5.60 3.20
H 1.94 -4.97 2.78
C 2.97 -1.49 -1.45
C 2.96 -0.12 -2.01
C 2.95 0.98 -0.89
O 1.89 0.88 0.00
C 2.04 1.87 0.96
N 4.15 -0.02 -2.87
H 2.09 -1.85 -0.91
H 3.80 -1.70 -0.79
H 3.11 -2.18 -2.28
H 2.13 0.00 -2.71
H 3.04 1.97 -1.31
H 3.88 0.86 -0.33
H 2.84 1.54 1.63
H 1.08 1.77 1.46
H 2.13 2.86 0.53
H 5.00 0.08 -2.33
H 4.08 0.74 -3.53
C 3.15 -5.09 -0.64
C 2.82 -4.93 0.89
C 1.31 -4.98 1.28
O 0.98 -4.38 2.54
C -0.33 -4.49 2.94
N 3.53 -6.05 1.51
H 4.21 -5.25 -0.82
H 2.87 -4.14 -1.10
H 2.59 -5.87 -1.16
H 3.29 -3.97 1.12
H 0.98 -6.02 1.32
H 0.86 -4.41 0.46
H -1.12 -4.04 2.33
H -0.32 -3.82 3.80
H -0.74 -5.44 3.29
H 2.98 -6.90 1.51
H 4.44 -6.08 1.07
C -2.35 1.88 -2.74
C -2.58 2.53 -1.27
C -2.01 4.01 -1.07
O -2.15 4.47 0.27
C -1.64 3.51 1.23
N -4.09 2.58 -1.17
H -1.30 1.65 -2.89
H -2.63 2.53 -3.57
H -2.97 0.98 -2.82
H -2.23 1.90 -0.46
H -2.52 4.63 -1.81
H -0.93 4.07 -1.21
H -1.46 3.87 2.25
H -0.58 3.26 1.15
H -2.33 2.67 1.32
H -4.53 3.14 -1.89
H -4.16 3.08 -0.29
```

Total energy ... -79589.930 eV
ΔE to the lowest compared entry with this formula, charge and spin ... 57.8378 eV
Frontier orbital gap ... 7.8 eV
Largest force on an atom ... 0.2735 Eh/bohr
E_HOMO ... -7.251 eV
Total charge ... 0

***

(4)
# C40H106N6O14

A cluster of 10 separate species, C40H106N6O14 in total in a non-equilibrium geometry (ωB97M-V/def2-TZVPD, OMol25).

Structure (XYZ):
```
166
C40H106N6O14 | OMol25 | ωB97M-V/def2-TZVPD
C 4.10 0.38 0.62
C 3.54 1.79 0.46
O 4.38 2.69 1.10
H 3.62 -0.25 -0.14
H 3.75 0.02 1.59
H 5.16 0.36 0.41
H 2.56 1.89 0.94
H 3.51 2.02 -0.60
H 4.36 2.52 2.04
C -2.87 0.32 -2.72
C -3.97 0.35 -3.81
O -5.01 1.22 -3.40
H -2.78 1.28 -2.23
H -1.90 0.03 -3.13
H -3.06 -0.38 -1.91
H -4.52 -0.59 -3.95
H -3.62 0.74 -4.76
H -5.64 1.37 -4.10
C 1.56 -2.01 -3.74
C 0.44 -2.05 -2.70
O 0.74 -2.92 -1.65
H 1.81 -2.98 -4.16
H 2.49 -1.64 -3.31
H 1.32 -1.35 -4.58
H -0.57 -2.23 -3.06
H 0.35 -1.06 -2.26
H 0.69 -3.76 -2.10
C 0.07 1.30 -0.46
C -0.21 0.14 0.52
O -1.27 0.60 1.26
H 0.91 1.02 -1.09
H 0.26 2.24 0.07
H -0.75 1.44 -1.17
H 0.60 -0.08 1.22
H -0.44 -0.77 -0.03
H -2.09 0.29 0.86
C -0.17 2.21 -11.91
O 0.92 2.70 -11.16
C 0.84 2.31 -9.81
C 2.09 2.79 -9.01
N 1.88 2.71 -7.54
C 2.83 3.53 -6.80
C 2.79 3.10 -5.35
O 1.48 3.28 -4.77
C 1.37 2.78 -3.41
H 0.01 1.15 -12.11
H -0.16 2.68 -12.89
H -1.17 2.37 -11.51
H 0.69 1.23 -9.82
H -0.03 2.68 -9.27
H 2.20 3.82 -9.36
H 2.89 2.19 -9.43
H 0.97 3.02 -7.22
H 2.54 4.57 -6.91
H 3.80 3.41 -7.29
H 3.51 3.62 -4.72
H 3.04 2.05 -5.29
H 2.10 3.42 -2.92
H 1.69 1.74 -3.33
H 0.41 2.97 -2.94
C -4.23 0.14 2.23
O -3.87 0.45 0.90
C -4.55 1.64 0.41
C -4.23 2.99 1.07
N -2.87 3.50 0.66
C -2.49 4.65 1.45
C -0.97 5.05 1.23
O -0.18 4.19 1.98
C 1.21 4.35 1.75
H -5.26 -0.23 2.33
H -4.08 1.01 2.86
H -3.58 -0.65 2.61
H -5.61 1.51 0.63
H -4.46 1.73 -0.68
H -4.47 2.98 2.13
H -4.92 3.78 0.77
H -2.16 2.79 0.74
H -2.69 4.44 2.50
H -3.18 5.45 1.17
H -0.80 6.09 1.51
H -0.72 4.96 0.17
H 1.72 3.64 2.40
H 1.53 5.38 1.95
H 1.61 4.10 0.78
C 1.35 -2.47 3.51
O 2.43 -2.63 4.41
C 3.66 -1.97 3.98
C 4.79 -2.64 4.70
N 4.98 -4.02 4.22
C 5.93 -4.77 5.05
C 7.33 -4.14 5.05
O 7.37 -3.01 5.89
C 8.71 -2.71 6.34
H 0.54 -3.14 3.78
H 1.62 -2.85 2.52
H 0.94 -1.46 3.43
H 3.79 -0.94 4.32
H 3.73 -2.04 2.89
H 4.59 -2.58 5.77
H 5.67 -2.03 4.50
H 4.14 -4.57 4.12
H 6.00 -5.84 4.89
H 5.51 -4.72 6.05
H 7.65 -3.99 4.02
H 7.94 -4.99 5.34
H 8.64 -2.11 7.25
H 9.30 -2.22 5.57
H 9.19 -3.65 6.62
C -1.08 -8.84 6.23
O -1.96 -8.62 5.13
C -1.94 -9.44 3.97
C -3.13 -8.95 3.11
N -2.86 -7.85 2.18
C -2.59 -6.56 2.87
C -2.59 -5.39 1.79
O -1.97 -4.22 2.32
C -1.92 -3.02 1.52
H -0.07 -8.75 5.85
H -1.34 -9.82 6.64
H -1.16 -8.10 7.03
H -2.03 -10.47 4.33
H -0.96 -9.56 3.53
H -4.05 -8.73 3.65
H -3.45 -9.84 2.58
H -2.13 -8.03 1.51
H -1.60 -6.56 3.32
H -3.44 -6.37 3.53
H -3.62 -5.34 1.45
H -2.01 -5.77 0.95
H -2.93 -2.68 1.30
H -1.44 -3.21 0.56
H -1.47 -2.14 1.97
C -2.11 3.95 -3.01
C -3.44 4.71 -3.05
C -4.12 4.89 -4.45
O -3.13 5.62 -5.21
C -3.53 6.27 -6.44
N -4.34 4.08 -2.09
H -1.91 3.60 -2.00
H -1.34 4.67 -3.29
H -2.14 3.11 -3.71
H -3.21 5.69 -2.64
H -5.10 5.37 -4.38
H -4.33 3.90 -4.86
H -4.24 7.07 -6.28
H -3.99 5.62 -7.18
H -2.65 6.71 -6.92
H -4.61 3.26 -2.62
H -3.86 3.70 -1.29
C -1.39 0.02 4.60
C -0.84 1.47 4.53
C 0.64 1.48 3.99
O 1.46 0.54 4.71
C 1.78 0.99 6.04
N -1.69 2.24 3.64
H -0.79 -0.63 5.25
H -1.20 -0.41 3.62
H -2.44 -0.18 4.81
H -0.79 1.89 5.53
H 1.08 2.47 4.06
H 0.66 1.26 2.92
H 2.21 1.99 6.01
H 2.49 0.32 6.54
H 0.92 1.18 6.67
H -1.19 3.05 3.31
H -1.67 1.62 2.85
```

Total energy ... -80794.131 eV
ΔE to the lowest compared entry with this formula, charge and spin ... 4.5989 eV
Frontier orbital gap ... 8.7 eV
Largest force on an atom ... 0.0441 Eh/bohr
SMILES ... COC[C@H](C)N.COC[C@H](C)N.COCCNCCOC.COCCNCCOC.COCCNCCOC.COCCNCCOC.CCO.CCO.CCO.CCO
E_HOMO ... -8.290 eV
Total charge ... 0